1.
{
  "formula": "C4H12N2",
  "method": "wB97M-V/def2-TZVPD",
  "species": ["C", "C", "C", "C", "N", "N", "H", "H", "H", "H", "H", "H", "H", "H", "H", "H", "H", "H"],
  "coordinates": [[0.166, 1.189, -0.847], [-0.275, 0.971, 0.564], [0.978, 0.055, 0.812], [1.048, -1.442, 0.526], [1.079, -2.718, 1.574], [-1.736, 1.909, -1.940], [0.143, 0.272, -1.491], [0.765, 2.154, -1.321], [-1.131, 0.198, 0.579], [-0.461, 1.939, 1.152], [1.523, 0.545, 1.499], [0.847, -2.069, -0.334], [1.474, -3.637, 1.344], [0.191, -2.821, 1.887], [1.649, -2.521, 2.395], [-2.434, 2.415, -1.304], [-2.112, 0.968, -2.311], [-1.714, 2.592, -2.784]],
  "atomic_forces_ev_per_a": [[-1.091, 2.102, -2.574], [-0.917, -0.666, -2.801], [-1.693, -6.842, -1.109], [-1.053, 2.819, 1.467], [5.371, 2.740, -0.386], [-0.734, 0.392, -0.901], [0.208, 1.104, 0.517], [-1.345, -2.771, 1.811], [1.010, 1.818, 0.119], [0.871, -1.863, -0.380], [2.320, 0.562, 3.046], [-0.774, 1.276, -0.699], [-0.152, 0.151, -1.256], [-3.876, -0.420, 1.081], [0.023, 0.529, 0.518], [1.096, -1.460, -0.896], [0.307, 2.185, 0.852], [0.430, -1.658, 1.593]],
  "total_charge": 2,
  "total_energy_ha": -268.2434,
  "e_lumo_ev": -10.138,
  "gap_ev": 7.99
}

=====

2.
{
  "formula": "BF4Sn",
  "method": "wB97M-V/def2-TZVPD",
  "species": ["Sn", "B", "F", "F", "F", "F"],
  "coordinates": [[2.322, 4.248, -1.771], [-0.439, -0.825, 0.367], [-1.118, 0.362, 0.178], [-0.705, -1.301, 1.628], [-0.957, -1.784, -0.509], [0.897, -0.700, 0.107]],
  "atomic_forces_ev_per_a": [[-0.236, -0.429, 0.177], [-0.878, -0.830, -0.258], [-0.084, 1.171, -0.182], [0.119, -0.087, 0.973], [-0.205, -0.389, -0.600], [1.284, 0.564, -0.111]],
  "total_charge": 1,
  "total_energy_ha": -638.2457,
  "e_lumo_ev": -10.993,
  "gap_ev": 2.17
}

=====

3.
{
  "formula": "H10O4S",
  "method": "wB97M-V/def2-TZVPD",
  "species": ["O", "H", "H", "O", "H", "H", "O", "H", "H", "O", "H", "H", "S", "H", "H"],
  "coordinates": [[-2.911, -2.700, 2.132], [-2.765, -1.833, 2.516], [-2.518, -3.344, 2.727], [-1.238, 1.801, -2.188], [-0.549, 1.488, -1.589], [-1.213, 1.179, -2.883], [-0.805, 3.948, 0.011], [-1.753, 4.072, -0.066], [-0.425, 3.857, -0.866], [0.708, 1.505, 0.142], [-0.108, 1.892, 0.510], [1.183, 2.341, 0.292], [2.369, -2.503, -0.139], [1.347, -2.486, 0.718], [2.741, -3.770, 0.074]],
  "atomic_forces_ev_per_a": [[-0.119, -0.093, -0.258], [0.083, -0.018, 0.147], [0.043, 0.111, 0.113], [0.059, 0.991, 1.157], [0.195, 0.060, 0.275], [-0.115, -1.019, -1.370], [0.418, 0.025, 0.665], [-0.045, -0.037, -0.387], [-0.459, -0.007, -0.306], [-0.436, 1.291, 0.540], [-0.400, -0.760, -0.163], [0.782, -0.569, -0.404], [0.244, 0.315, -0.316], [-0.033, -0.254, 0.122], [-0.217, -0.037, 0.186]],
  "smiles": "O.O.O.O.S",
  "total_energy_ha": -705.1192,
  "e_lumo_ev": 0.531,
  "gap_ev": 10.15
}

=====

4.
{
  "formula": "C4H9NO",
  "method": "wB97M-V/def2-TZVPD",
  "species": ["C", "O", "C", "C", "C", "N", "H", "H", "H", "H", "H", "H", "H", "H", "H"],
  "coordinates": [[2.334, 0.483, -0.066], [0.959, 0.560, 0.209], [0.355, -0.712, 0.247], [-1.103, -0.458, 0.492], [-2.933, 0.855, -0.452], [-1.667, 0.496, -0.477], [2.516, 0.010, -1.043], [2.852, -0.096, 0.712], [2.723, 1.503, -0.079], [0.761, -1.324, 1.067], [0.498, -1.238, -0.710], [-1.694, -1.381, 0.498], [-1.223, 0.041, 1.447], [-3.380, 0.027, 0.169], [-0.952, 1.108, -0.869]],
  "atomic_forces_ev_per_a": [[0.329, 0.046, -0.043], [0.108, -0.036, -0.002], [-0.193, -0.064, -0.052], [-0.291, -0.026, 0.051], [0.470, -0.779, -0.350], [-0.300, 0.335, 0.440], [0.013, 0.070, 0.134], [0.005, 0.083, -0.118], [-0.016, -0.160, -0.003], [0.062, 0.034, -0.190], [0.111, 0.027, 0.108], [0.152, 0.182, -0.122], [0.159, -0.230, 0.403], [-0.244, 0.583, -0.132], [-0.364, -0.064, -0.124]],
  "total_energy_ha": -287.6917,
  "e_lumo_ev": 0.844,
  "gap_ev": 9.02
}

=====

5.
{
  "formula": "C2H3N3O3",
  "method": "wB97M-V/def2-TZVPD",
  "species": ["C", "C", "H", "H", "H", "N", "N", "N", "O", "O", "O"],
  "coordinates": [[0.833, 0.429, -0.113], [-1.070, 1.089, -0.004], [3.368, -0.823, -0.382], [-1.907, 1.874, 0.484], [-2.413, -1.768, 0.367], [2.138, 0.295, -0.157], [0.067, 1.573, -0.201], [-1.255, -0.155, 0.374], [2.523, -0.836, 0.109], [-2.385, -0.938, -0.364], [0.101, -0.739, -0.114]],
  "atomic_forces_ev_per_a": [[3.982, -1.871, -1.515], [-5.128, 6.890, 2.234], [-0.007, -1.036, 0.925], [1.710, -2.227, -2.194], [-0.078, 3.264, -3.015], [-6.128, 9.887, -0.936], [1.585, -0.462, -0.233], [-0.138, -6.191, -1.324], [4.109, -7.897, 0.192], [2.648, -1.324, 4.385], [-2.553, 0.966, 1.481]],
  "total_energy_ha": -467.7212,
  "e_lumo_ev": -0.356,
  "gap_ev": 7.98
}

=====

6.
{
  "formula": "C21H32N2O5",
  "method": "wB97M-V/def2-TZVPD",
  "species": ["C", "O", "C", "C", "C", "C", "C", "O", "N", "C", "C", "C", "O", "C", "C", "C", "C", "C", "O", "C", "C", "C", "N", "C", "C", "O", "C", "C", "H", "H", "H", "H", "H", "H", "H", "H", "H", "H", "H", "H", "H", "H", "H", "H", "H", "H", "H", "H", "H", "H", "H", "H", "H", "H", "H", "H", "H", "H", "H", "H"],
  "coordinates": [[-3.498, 2.582, -2.410], [-2.630, 1.475, -2.387], [-2.527, 0.736, -1.238], [-3.254, 1.013, -0.086], [-3.132, 0.241, 1.056], [-2.275, -0.851, 1.067], [-2.054, -1.727, 2.254], [-1.649, -2.870, 2.151], [-2.361, -1.158, 3.448], [-1.961, -1.773, 4.691], [-0.790, -1.031, 5.342], [0.408, -0.919, 4.402], [0.117, 0.048, 3.414], [1.204, 0.433, 2.594], [1.764, -0.720, 1.759], [0.676, 1.545, 1.692], [-1.559, -1.141, -0.087], [-1.646, -0.364, -1.234], [-0.885, -0.795, -2.280], [-0.333, 0.117, -3.223], [0.562, 1.152, -2.528], [1.890, 0.522, -2.126], [2.617, 0.090, -3.302], [3.915, -0.297, -3.292], [4.627, -0.201, -1.960], [4.475, -0.692, -4.298], [1.838, -0.093, -4.512], [0.500, -0.745, -4.186], [-4.537, 2.282, -2.242], [-3.210, 3.336, -1.671], [-3.404, 3.003, -3.409], [-3.943, 1.842, -0.074], [-3.738, 0.486, 1.914], [-2.449, -0.154, 3.473], [-1.677, -2.801, 4.453], [-2.815, -1.789, 5.378], [-1.103, -0.023, 5.623], [-0.489, -1.565, 6.244], [1.302, -0.609, 4.967], [0.606, -1.897, 3.944], [2.010, 0.830, 3.239], [2.262, -1.456, 2.384], [0.954, -1.207, 1.221], [2.487, -0.330, 1.047], [0.245, 2.338, 2.296], [-0.099, 1.144, 1.043], [1.480, 1.954, 1.087], [-0.914, -2.006, -0.102], [-1.137, 0.633, -3.759], [0.060, 1.526, -1.635], [0.733, 1.996, -3.196], [2.486, 1.255, -1.573], [1.689, -0.330, -1.463], [5.632, -0.595, -2.082], [4.692, 0.835, -1.633], [4.103, -0.778, -1.201], [1.682, 0.870, -5.014], [2.429, -0.728, -5.176], [0.677, -1.705, -3.697], [-0.051, -0.935, -5.106]],
  "atomic_forces_ev_per_a": [[-0.154, 0.202, -0.010], [0.234, -0.483, 0.240], [0.065, 0.006, -0.152], [-0.018, 0.173, -0.135], [0.130, -0.173, 0.049], [0.015, 0.136, -0.358], [-0.280, 0.172, 0.149], [0.244, -0.175, -0.117], [-0.297, 0.097, 0.083], [0.055, -0.105, 0.331], [0.070, -0.113, -0.499], [0.037, -0.036, 0.300], [-0.066, 0.076, -0.030], [0.265, 0.215, -0.332], [-0.154, 0.178, 0.414], [0.107, -0.253, 0.393], [-0.093, 0.114, -0.069], [-0.062, 0.026, 0.240], [-0.346, -0.170, 0.116], [0.292, 0.501, -0.456], [-0.060, -0.374, 0.065], [-0.072, 0.174, 0.419], [-0.254, 0.066, -0.185], [0.128, 0.093, 0.228], [0.122, -0.106, -0.198], [0.309, -0.152, -0.192], [-0.053, -0.235, -0.361], [-0.033, 0.179, 0.108], [0.043, 0.015, 0.013], [-0.023, -0.041, -0.015], [-0.048, 0.015, 0.084], [-0.046, 0.080, -0.043], [-0.060, 0.014, 0.089], [0.082, -0.070, -0.157], [-0.090, 0.107, 0.097], [0.095, -0.108, -0.043], [0.050, 0.040, 0.116], [-0.014, 0.022, 0.070], [-0.055, -0.053, -0.078], [0.038, 0.046, 0.021], [-0.137, -0.051, -0.075], [0.062, -0.116, -0.007], [-0.084, -0.076, -0.113], [0.106, 0.016, -0.101], [-0.040, 0.122, 0.029], [-0.124, -0.045, -0.144], [0.091, 0.064, -0.108], [0.094, -0.075, -0.007], [0.202, -0.164, 0.119], [0.007, 0.082, -0.019], [-0.027, 0.061, -0.007], [-0.076, -0.118, 0.031], [0.018, 0.103, 0.062], [-0.027, -0.002, -0.030], [-0.028, 0.068, 0.091], [-0.049, 0.011, 0.141], [0.042, -0.076, -0.058], [-0.134, 0.180, 0.053], [0.023, -0.032, -0.039], [-0.021, -0.055, -0.013]],
  "smiles": "COc1ccc(C(=O)NCCCOC(C)C)cc1OC1CCN(C(C)=O)CC1",
  "total_energy_ha": -1305.1351,
  "e_lumo_ev": 0.531,
  "gap_ev": 9.06
}

=====

7.
{
  "formula": "C6H11BrClN2",
  "method": "wB97M-V/def2-TZVPD",
  "species": ["C", "C", "C", "C", "C", "C", "N", "N", "Cl", "Br", "H", "H", "H", "H", "H", "H", "H", "H", "H", "H", "H"],
  "coordinates": [[-0.090, 1.125, 1.289], [0.815, -1.071, 1.140], [0.258, 1.487, -0.234], [1.448, -0.619, -0.209], [-0.878, -0.604, -1.296], [-1.849, -0.593, -0.204], [-0.309, -0.270, 1.473], [0.438, 0.232, -0.994], [-2.503, -2.080, 0.236], [-3.055, 0.859, -0.215], [0.935, 1.596, 1.783], [-1.037, 1.673, 1.759], [0.312, -2.038, 1.155], [1.563, -1.275, 1.876], [-0.356, 2.112, -0.833], [1.226, 2.032, -0.293], [2.211, 0.108, -0.002], [1.697, -1.429, -0.967], [-0.512, -1.664, -1.454], [-1.261, -0.115, -2.180], [0.948, 0.536, -1.832]],
  "atomic_forces_ev_per_a": [[0.475, 3.145, 0.776], [-1.385, -1.372, -1.913], [0.550, 0.380, 0.853], [-0.881, -0.909, -1.119], [2.448, -0.270, -0.731], [0.792, 0.715, 2.024], [-0.891, 1.169, -0.028], [0.097, -1.044, 0.943], [-0.105, -0.332, 0.112], [0.163, -0.178, 0.183], [-2.694, -1.628, -0.272], [2.276, -0.754, -1.397], [0.458, -0.695, -0.970], [0.610, 0.874, 0.891], [-1.378, 0.512, 0.007], [-0.350, -0.617, 0.213], [0.900, -0.227, -0.156], [0.301, 0.841, 1.438], [-0.456, 1.345, -0.183], [-0.235, -0.299, -0.458], [-0.695, -0.657, -0.214]],
  "total_charge": 1,
  "total_energy_ha": -3378.5324,
  "e_lumo_ev": [-4.667, -4.707],
  "gap_ev": [7.76, 8.40]
}

=====

8.
{
  "formula": "C25H55NO11P3S2",
  "method": "wB97M-V/def2-TZVPD",
  "species": ["C", "C", "O", "O", "C", "C", "C", "P", "C", "C", "C", "S", "C", "S", "N", "C", "C", "O", "C", "C", "H", "H", "H", "H", "H", "H", "H", "H", "H", "H", "H", "H", "H", "H", "H", "H", "H", "H", "H", "H", "H", "H", "H", "H", "H", "O", "P", "O", "C", "C", "O", "C", "C", "O", "C", "C", "H", "H", "H", "H", "H", "H", "H", "H", "H", "H", "H", "H", "H", "H", "H", "O", "P", "O", "C", "C", "O", "C", "C", "O", "C", "C", "H", "H", "H", "H", "H", "H", "H", "H", "H", "H", "H", "H", "H", "H", "H"],
  "coordinates": [[3.584, -2.543, 2.965], [3.126, -2.955, 1.467], [2.557, -4.077, 1.372], [3.325, -2.105, 0.320], [2.737, -0.814, 0.697], [2.423, 0.111, -0.581], [3.363, 1.407, -0.710], [3.382, 2.510, 0.831], [1.754, 2.370, 1.823], [1.650, 3.424, 3.031], [1.313, 2.778, 4.460], [0.061, 1.408, 4.433], [-1.214, 1.688, 3.120], [-2.271, 2.967, 3.306], [-1.210, 0.723, 1.982], [-1.482, 1.400, 0.679], [-2.985, 1.110, 0.192], [-3.950, 1.046, 1.266], [-3.698, -0.062, 2.166], [-2.116, -0.430, 2.233], [4.711, -2.347, 3.041], [3.343, -3.378, 3.710], [3.018, -1.606, 3.299], [3.375, -0.258, 1.475], [1.744, -1.074, 1.235], [1.296, 0.354, -0.633], [2.626, -0.542, -1.515], [4.451, 1.063, -0.899], [3.048, 1.956, -1.668], [4.503, 2.059, 1.631], [3.598, 3.889, 0.464], [0.931, 2.657, 1.062], [1.672, 1.273, 2.128], [0.932, 4.292, 2.853], [2.701, 3.906, 3.136], [0.872, 3.618, 5.124], [2.244, 2.404, 5.033], [-1.204, 2.508, 0.720], [-0.778, 0.915, -0.104], [-3.080, 0.158, -0.451], [-3.321, 1.978, -0.491], [-4.259, -1.004, 1.846], [-4.001, 0.265, 3.216], [-1.954, -1.322, 1.528], [-1.933, -0.825, 3.306], [-4.621, -7.466, 3.506], [-5.266, -6.080, 3.623], [-6.457, -6.447, 2.515], [-7.173, -7.677, 2.582], [-8.414, -7.562, 3.446], [-4.241, -5.313, 2.567], [-2.910, -5.780, 2.386], [-2.831, -6.691, 1.172], [-5.988, -4.539, 3.781], [-7.374, -4.262, 3.741], [-8.003, -4.410, 5.111], [-6.552, -8.500, 2.940], [-7.469, -7.927, 1.560], [-8.146, -7.342, 4.482], [-8.982, -8.496, 3.432], [-9.069, -6.761, 3.094], [-2.541, -6.272, 3.287], [-2.275, -4.904, 2.219], [-3.565, -7.500, 1.225], [-1.835, -7.130, 1.084], [-3.051, -6.130, 0.260], [-7.901, -4.840, 2.987], [-7.474, -3.218, 3.426], [-7.778, -5.383, 5.552], [-9.087, -4.286, 5.051], [-7.608, -3.653, 5.794], [3.303, 4.692, -4.513], [4.294, 5.463, -5.394], [4.901, 4.110, -6.157], [4.035, 3.093, -6.653], [3.615, 3.357, -8.086], [5.484, 5.627, -4.250], [5.160, 5.614, -2.869], [5.359, 4.221, -2.296], [5.308, 6.440, -6.358], [5.648, 6.207, -7.712], [4.618, 6.805, -8.647], [3.149, 2.960, -6.030], [4.594, 2.153, -6.612], [3.028, 4.277, -8.154], [3.005, 2.535, -8.469], [4.483, 3.469, -8.739], [4.147, 5.982, -2.697], [5.839, 6.310, -2.366], [4.816, 3.465, -2.871], [5.020, 4.179, -1.258], [6.415, 3.940, -2.333], [5.834, 5.159, -7.928], [6.604, 6.711, -7.882], [3.609, 6.469, -8.399], [4.840, 6.539, -9.683], [4.618, 7.895, -8.565]],
  "atomic_forces_ev_per_a": [[0.207, 0.569, -0.342], [-1.603, -4.321, 1.068], [2.475, 4.916, -0.541], [-0.750, 0.250, 2.557], [-1.278, 0.473, 0.285], [0.140, -1.014, -0.232], [0.176, -0.788, -0.919], [-0.957, -0.676, -0.244], [-0.363, 0.736, -0.675], [1.494, 0.115, 0.783], [-0.307, 1.712, 0.213], [0.237, -0.910, -0.441], [-0.728, 1.041, -0.434], [1.638, -1.543, -0.445], [-0.255, 1.500, 1.192], [-0.260, -0.818, -1.062], [-0.528, 0.671, -0.975], [1.298, -0.647, -0.075], [1.060, -0.067, 0.394], [-1.171, -1.277, 0.925], [-1.620, -0.129, -0.358], [0.156, 1.076, -1.543], [0.847, -1.245, -0.434], [-0.540, -0.828, -1.147], [1.408, 0.733, -0.890], [1.926, -0.127, 0.275], [-0.238, 1.114, 1.478], [-1.661, 0.635, 0.480], [0.446, -0.325, 1.687], [-0.843, 0.599, -0.501], [0.002, -0.973, 0.335], [1.368, -0.913, 1.043], [-0.153, 1.526, -0.307], [0.846, -1.497, -0.177], [-1.699, -0.533, 0.035], [0.788, -1.263, -1.178], [-1.608, 0.167, -1.163], [-0.766, -1.570, 0.116], [-1.059, 0.692, 1.092], [0.505, 1.217, 1.004], [0.469, -1.347, 1.155], [0.590, 1.259, 0.447], [0.047, -0.378, -1.556], [0.310, 1.580, 0.806], [-0.094, 0.596, -1.765], [-0.093, 1.048, 4.456], [-0.624, 0.260, -9.407], [-0.686, -0.202, 1.018], [-0.332, -0.358, -0.275], [-0.066, 0.134, 0.042], [0.266, 0.629, 1.641], [0.336, -0.248, -0.319], [-0.171, -0.101, -0.119], [1.372, -1.366, 1.962], [-0.868, 0.145, 0.602], [-0.043, 0.233, 0.201], [0.160, 0.197, -0.016], [0.101, 0.155, -0.006], [-0.021, -0.084, 0.006], [0.072, 0.041, 0.004], [0.012, -0.087, 0.000], [-0.079, -0.108, -0.099], [-0.173, 0.056, 0.054], [0.151, 0.077, 0.186], [-0.025, 0.045, -0.009], [0.090, 0.024, 0.079], [0.311, -0.265, 0.066], [0.418, -0.001, 0.048], [-0.105, -0.065, -0.105], [0.064, -0.061, 0.040], [-0.042, -0.054, -0.055], [-1.894, 3.364, -1.806], [6.562, -5.594, 1.844], [-0.878, 0.641, -0.566], [-0.065, -0.538, -0.248], [0.070, 0.111, -0.088], [-0.738, 1.276, -0.170], [0.055, -0.054, 0.288], [0.074, -0.319, -0.197], [-2.643, 0.308, 1.254], [-0.254, 0.213, -1.136], [0.019, 0.284, -0.111], [0.114, 0.198, 0.144], [0.120, 0.144, 0.068], [-0.056, -0.060, -0.007], [0.024, 0.053, 0.060], [-0.058, -0.053, 0.043], [-0.005, -0.158, -0.036], [0.020, -0.030, -0.192], [-0.093, 0.221, 0.008], [0.088, 0.074, 0.060], [-0.061, 0.085, 0.090], [-0.255, -0.097, 0.327], [-0.087, 0.137, 0.422], [0.026, -0.148, -0.061], [-0.070, 0.003, 0.068], [0.009, -0.096, -0.018]],
  "total_charge": 1,
  "total_energy_ha": -3687.8928,
  "e_lumo_ev": -3.416,
  "gap_ev": 7.50
}